The following is a quantum chemistry calculation of a structure of composition C26H23NOS5V, from the Open Molecules 2025 dataset.

Geometry as XYZ:
```
57
Properties=species:S:1:pos:R:3:forces:R:3:mulliken_charge:R:1
V 0.29735 -0.54239 1.24488 0.31 0.31 -0.02 0.80
S 1.75565 -1.63305 2.66365 -0.21 0.00 -0.01 -0.53
C 3.24246 -1.84302 1.73460 -0.02 0.01 -0.04 0.62
C 4.40960 -2.24640 2.38844 0.07 -0.01 -0.06 -0.75
C 5.60015 -2.39272 1.69746 -0.01 -0.01 0.05 -0.48
C 5.66526 -2.14731 0.33122 0.00 0.01 -0.06 -0.67
C 4.51719 -1.75898 -0.33929 0.05 -0.02 0.01 -0.55
C 3.32398 -1.61707 0.35706 0.00 -0.02 0.05 0.21
S 1.86232 -1.12187 -0.52897 -0.02 -0.06 0.00 -0.23
C 1.09944 -2.77911 -0.77043 -0.06 -0.05 0.01 -0.84
C -0.39449 -2.78184 -0.61580 0.05 -0.22 -0.30 0.94
C -1.22113 -3.46899 -1.49223 0.04 -0.01 0.03 -1.12
C -2.58349 -3.45111 -1.26512 0.01 -0.01 -0.01 -0.53
C -3.08713 -2.78744 -0.15777 -0.01 -0.05 0.04 -0.76
C -2.20431 -2.15120 0.69732 -0.06 -0.05 -0.04 0.51
C -2.69008 -1.54584 1.99347 -0.09 -0.07 0.02 -0.81
S -1.55851 -0.38723 2.81399 0.07 -0.10 0.06 -0.26
C -2.15275 1.24166 2.40645 -0.08 -0.02 0.06 0.59
C -3.49208 1.58385 2.53973 0.00 0.03 -0.01 -0.57
C -3.90236 2.89171 2.34053 -0.04 -0.02 0.00 -0.68
C -2.94863 3.86548 2.06688 0.03 0.01 0.00 -0.52
C -1.61048 3.52851 1.96675 -0.09 -0.01 0.04 -0.88
C -1.17549 2.20391 2.11336 0.01 0.10 0.00 0.32
S 0.52795 1.82512 1.92380 -0.07 -0.30 -0.09 -0.45
N -0.89162 -2.14156 0.44064 0.07 0.63 0.23 0.01
H 4.37088 -2.42942 3.45432 -0.02 0.00 0.01 0.44
H 6.49116 -2.69458 2.23363 0.01 0.00 0.00 0.37
H 6.59915 -2.25474 -0.20374 0.00 0.00 0.00 0.38
H 4.53769 -1.56033 -1.40373 0.00 0.01 -0.01 0.44
H 1.38505 -3.17564 -1.74255 0.02 0.02 0.00 0.46
H 1.52622 -3.40775 0.01376 0.01 0.01 -0.01 0.49
H -0.80178 -3.97394 -2.35057 0.01 0.00 0.00 0.43
H -3.25630 -3.95025 -1.94996 0.00 0.00 0.00 0.42
H -4.14994 -2.76745 0.04073 0.00 0.01 0.03 0.47
H -3.67651 -1.10185 1.86718 0.04 0.05 -0.01 0.52
H -2.80673 -2.36307 2.71028 -0.03 0.00 -0.03 0.43
H -4.21838 0.82810 2.81478 -0.01 0.00 0.01 0.43
H -4.94866 3.15195 2.42715 0.00 0.01 0.00 0.41
H -3.24963 4.89706 1.93548 -0.01 0.01 0.00 0.38
H -0.87225 4.29256 1.75831 0.02 0.00 0.00 0.39
C -2.33388 1.85193 -0.96484 0.04 -0.05 -0.03 -1.27
S -0.97106 0.68111 -1.03073 0.11 0.02 0.32 1.56
O -1.39795 -0.41892 -1.93080 -0.18 -0.16 -0.24 -0.74
C 0.16771 1.68679 -1.98265 0.03 0.07 0.06 0.11
C 0.42506 1.30009 -3.28723 -0.04 -0.05 0.06 -0.39
C 1.31553 2.04573 -4.04684 0.00 0.01 -0.02 -0.68
C 1.93693 3.15746 -3.49786 0.02 0.00 -0.02 -0.44
C 1.67524 3.52791 -2.18540 0.00 0.01 0.02 -0.77
C 0.78836 2.79195 -1.41536 -0.01 0.00 -0.04 -0.22
H -2.68256 2.01219 -1.98400 0.04 -0.02 -0.03 0.46
H -1.99754 2.78015 -0.50893 0.02 -0.01 0.00 0.40
H -3.11234 1.40607 -0.34893 -0.02 0.00 0.01 0.31
H -0.07004 0.42182 -3.67999 0.01 0.00 -0.02 0.46
H 1.52621 1.75437 -5.06751 0.00 0.00 0.00 0.40
H 2.63409 3.73469 -4.09129 0.00 0.00 -0.01 0.39
H 2.17094 4.38786 -1.75450 0.00 0.00 0.00 0.43
H 0.60650 3.04510 -0.37882 0.01 0.02 -0.01 0.13
```
Forces are in eV/Å.

Calculated values
Relative energy (zero: lowest compared OMol25 entry of this formula, charge and spin): 0.0 kcal/mol
E_LUMO (spin up / spin down): 0.058 / 0.031 eV
Multiplicity: 2
Total charge: 0
Electronic energy: -4069.5413 Eh
HOMO-LUMO gap (spin up / spin down): 6.77 / 6.18 eV
<S²>: 0.758